Record 1
Density functional theory data (the ωB97M-V functional and the def2-TZVPD basis) for a cluster of 2 separate species, C2H10NS2 in total.

Computed properties:
Net charge: +1
ΔE to the lowest compared entry with this formula, charge and spin in kcal/mol: 13.0

```
15
Properties=species:S:1:pos:R:3:forces:R:3:mulliken_charge:R:1
C -0.4610 1.9741 0.5444 0.23 0.13 0.68 -0.76
N -0.7793 0.7379 1.3447 -0.55 1.29 0.98 -0.18
H -0.1943 2.8075 1.1944 0.38 -0.38 0.29 0.37
H 0.3875 1.6658 -0.0594 -0.31 0.56 -0.53 0.30
H -1.3653 2.3522 0.0770 0.14 -0.61 -0.73 0.32
H -0.0725 0.5762 2.0681 0.20 -0.35 -0.48 0.41
H -0.8916 -0.0617 0.6824 0.05 0.02 0.12 0.05
H -1.6223 0.9310 1.8964 -0.14 -0.48 -0.35 0.36
C 1.0989 -0.9443 -1.7109 0.21 -0.07 0.78 -0.72
S -0.5666 -1.3863 -1.0697 0.17 0.02 -0.17 -0.10
S -0.2194 -2.5600 0.6045 0.42 -0.21 -0.71 -0.19
H 1.8744 -1.1823 -0.9807 -0.26 0.14 0.29 0.33
H 1.0760 0.1329 -1.8536 0.19 -0.06 -0.42 0.26
H 1.4006 -1.5073 -2.5911 -0.57 0.16 -0.25 0.34
H 0.3349 -3.5356 -0.1465 -0.16 -0.16 0.50 0.22
```
Positions in Å, forces in eV/Å.



Record 2
Density functional theory data (the ωB97M-V functional and the def2-TZVPD basis) for a structure of composition C15H23N5ReS.

Computed properties:
Net charge: +2
Expectation value of S²: 0.759
Calculated total energy in eV: -36331.4767
Spin multiplicity: 2

```
45
Properties=species:S:1:pos:R:3:forces:R:3:lowdin_spin:R:1
Re -0.6209 -0.4590 -0.1208 -0.26 0.35 0.07 0.47
C 3.0677 -2.0733 1.5945 -0.01 0.01 0.00 0.00
C 1.8761 -1.2729 1.1921 0.00 -0.18 0.03 -0.01
N 1.1090 -1.5816 0.1854 0.29 0.20 -0.33 0.01
C 1.3263 -2.7909 -0.6258 -0.07 0.00 0.08 0.00
C -0.0108 -3.2172 -1.2238 0.11 0.02 0.03 0.00
N -0.7563 -2.0187 -1.6981 0.00 0.02 -0.07 0.02
C -0.2278 -1.5155 -2.9878 0.03 0.00 0.03 0.00
C -0.7513 -0.1212 -3.2046 -0.03 0.05 0.04 0.00
N -0.2734 0.7400 -2.0912 0.24 -0.12 0.08 0.00
C -1.0013 2.0434 -2.0751 0.04 0.04 -0.09 0.00
C -2.1547 1.9812 -1.0883 -0.01 0.00 0.02 0.00
N -1.5556 1.4004 0.1068 0.11 -0.10 0.08 0.00
C -1.3768 2.0541 1.2153 0.02 -0.07 0.00 0.03
C -2.0362 3.3516 1.5472 0.01 -0.01 -0.02 0.00
C -0.3443 1.4615 2.0583 -0.03 0.05 -0.04 0.02
C 0.1471 1.9484 3.2630 -0.04 0.02 -0.01 0.00
C 1.2898 1.3876 3.8071 0.03 -0.04 -0.01 0.02
C 1.9373 0.3540 3.1380 -0.02 0.01 0.04 0.00
C 1.4102 -0.1265 1.9523 -0.03 0.11 0.02 0.02
N 0.2762 0.4252 1.4372 0.11 0.03 -0.06 0.01
H 3.5982 -2.4528 0.7233 0.01 0.00 0.01 0.00
H 2.7617 -2.9283 2.2041 -0.01 0.00 0.00 0.00
H 3.7636 -1.4790 2.1800 0.00 0.00 0.00 0.00
H 1.7236 -3.6082 -0.0250 0.01 0.01 -0.01 0.00
H 2.0643 -2.5524 -1.3949 -0.01 -0.04 -0.02 0.00
H -0.6297 -3.7086 -0.4755 0.04 0.03 0.05 0.00
H 0.1521 -3.9138 -2.0478 -0.03 -0.02 0.00 0.00
H -1.7339 -2.2775 -1.8039 0.02 -0.08 -0.11 0.01
H -0.4865 -2.1925 -3.8030 -0.05 0.03 -0.01 0.00
H 0.8615 -1.4865 -2.9150 -0.01 -0.03 -0.04 0.00
H -1.8434 -0.1143 -3.1772 0.00 -0.02 -0.01 0.00
H -0.4382 0.2825 -4.1686 0.02 -0.01 0.00 0.00
H 0.7094 0.9455 -2.2477 0.00 -0.02 -0.11 0.00
H -1.3509 2.2924 -3.0781 0.02 0.02 0.00 0.00
H -0.2956 2.8130 -1.7638 -0.02 0.02 0.04 0.00
H -2.9630 1.3327 -1.4253 0.00 0.01 -0.03 0.00
H -2.5566 2.9795 -0.9234 0.00 0.00 0.02 0.00
H -3.0760 3.3539 1.2255 0.00 0.00 -0.01 0.00
H -1.5221 4.1845 1.0615 0.01 0.00 0.02 0.00
H -2.0186 3.5309 2.6187 0.00 0.01 0.00 0.00
H -0.3446 2.7726 3.7597 -0.01 -0.01 0.00 0.00
H 1.6875 1.7617 4.7397 0.00 -0.01 0.00 0.00
H 2.8373 -0.0790 3.5504 0.01 0.01 -0.01 0.00
S -2.2303 -1.4272 0.8046 -0.51 -0.29 0.33 0.38
```
Positions in Å, forces in eV/Å.



Record 3
Density functional theory data (the ωB97M-V functional and the def2-TZVPD basis) for a structure of composition C4H9NO3.

Computed properties:
ΔE to the lowest compared entry with this formula, charge and spin in kcal/mol: 205.1

```
17
Properties=species:S:1:pos:R:3:forces:R:3:mulliken_charge:R:1
C -2.0744 -0.1738 -0.1023 2.17 1.64 0.08 0.32
C -0.5547 -0.2739 0.2609 -6.29 -1.07 -2.77 -0.66
C 1.7023 -0.0780 0.0189 5.42 -2.57 5.31 0.80
C 3.1858 -0.4277 -0.3952 -0.70 3.52 -3.40 -1.10
H -3.5433 0.9312 0.0956 1.84 0.83 0.10 0.34
H -0.1231 -1.2664 -0.1634 -3.04 1.36 0.29 0.29
H 0.0244 0.5320 -0.2320 -2.95 -0.63 0.31 0.37
H -0.5412 -0.2080 1.3435 -0.76 0.26 -0.22 0.35
H 0.8339 2.0774 0.5101 1.74 -4.11 -3.08 0.38
H 2.5572 2.1266 -0.0240 -3.32 -4.03 -1.56 0.35
H 3.5928 -1.2383 0.1503 0.23 -0.90 0.08 0.32
H 3.7888 0.5743 -0.2338 -0.98 -2.31 0.11 0.25
H 3.2284 -0.4377 -1.5931 0.08 -0.76 2.59 0.26
N 1.4844 1.2333 -0.3033 1.16 9.34 3.77 -0.79
O -2.7863 -0.9970 -0.5754 -0.77 -0.95 -0.23 -0.56
O -2.5406 1.0896 0.1916 -2.39 -1.07 -0.04 -0.46
O 1.1065 -0.8430 0.8308 8.55 1.45 -1.32 -0.45
```
Positions in Å, forces in eV/Å.



Record 4
Density functional theory data (the ωB97M-V functional and the def2-TZVPD basis) for a structure of composition C21H39B2CuI2N4O4.

Computed properties:
Calculated total energy in eV: -98751.2615

```
73
Properties=species:S:1:pos:R:3:forces:R:3:mulliken_charge:R:1
C -4.5288 -0.6138 3.7243 0.06 0.46 -1.19 -0.47
C -4.9318 -1.8874 2.8683 0.96 0.20 1.08 -0.64
C -3.7301 -2.3741 1.9685 -0.94 -0.40 -0.65 -0.55
C -3.7994 -1.9049 0.4627 0.73 -1.02 0.33 -0.62
C -2.4130 -2.3012 -0.2387 -1.44 -0.36 -0.90 -0.76
C -2.0193 -1.3528 -1.4415 0.43 -0.99 1.26 -1.65
C -1.0878 -0.1102 -1.0728 -1.64 0.62 -2.44 1.64
C -1.8158 0.8351 -0.0570 -0.01 0.08 2.20 -1.31
I -3.2891 2.1977 -0.9478 1.16 -0.38 -0.01 0.07
C -1.6455 0.9188 1.3012 0.02 -0.99 -1.58 0.28
C -0.6598 -0.0351 2.0231 0.15 1.10 0.61 -0.41
I -2.7480 2.3953 2.4843 1.26 -0.47 -0.32 0.11
O -1.2591 0.6761 -2.2785 0.36 0.96 1.36 -0.64
B -0.2265 0.3439 -3.2749 -0.52 -1.66 -0.49 1.12
C 0.1627 1.3976 -4.4497 0.61 0.92 0.61 -1.00
C 0.6244 2.8450 -4.0185 -0.07 0.95 -1.87 0.56
N 2.1086 3.0009 -3.9290 -1.03 0.48 0.13 -0.64
N -0.0008 3.4007 -2.7838 0.31 -0.36 0.82 -0.34
N 0.2076 3.7654 -5.1543 -0.98 -0.16 0.66 -0.77
O 0.8169 -0.2617 -2.4299 1.01 0.87 0.79 -0.94
C 0.5119 -0.3452 -0.9986 0.05 -0.88 -2.11 1.04
C 1.0540 -1.8228 -0.7319 0.37 0.30 1.03 -1.33
C 1.7931 -2.0241 0.6435 0.52 -1.26 0.17 0.34
C 3.3595 -2.2558 0.4976 -0.62 -1.40 0.36 -0.50
C 4.0419 -2.2655 1.9180 -0.64 0.63 -0.73 -1.05
N 4.0810 -0.8534 2.3826 0.63 0.46 0.76 0.38
C 5.0191 0.0927 1.9513 -1.74 1.73 1.95 -0.61
C 4.6775 1.3094 2.6537 -0.18 -0.34 -0.07 -0.46
C 3.4995 1.1171 3.5459 1.79 -3.40 -2.58 -0.59
C 3.2168 -0.2944 3.3129 -0.18 2.02 0.60 -0.22
B 1.4540 0.8724 -0.5067 0.80 -0.39 -0.23 1.90
O 0.9949 2.0810 0.0679 0.04 0.09 -0.55 -0.62
O 2.8599 0.7307 -0.6429 -1.75 0.02 1.51 -0.91
H -4.9785 0.2889 3.2149 0.37 -0.77 0.82 0.09
H -4.8503 -0.6458 4.7923 0.26 0.01 -0.90 0.33
H -3.4148 -0.4585 3.6424 -1.04 -0.23 0.45 -0.04
H -5.1369 -2.7147 3.6064 -0.21 0.79 -0.91 0.31
H -5.8453 -1.6136 2.2768 0.82 -0.70 0.45 0.34
H -2.7246 -2.1233 2.3935 -0.95 0.00 -0.10 0.27
H -3.7843 -3.5037 1.9485 0.25 1.10 -0.08 0.34
H -4.0681 -0.8282 0.3153 0.37 -0.74 0.36 0.15
H -4.6138 -2.5229 -0.0177 0.73 0.86 0.34 0.39
H -1.5974 -2.4892 0.5054 -0.65 0.45 -0.60 0.40
H -2.6283 -3.3105 -0.7038 0.45 0.90 0.56 0.49
H -2.9446 -0.9406 -1.9302 0.88 -0.29 0.58 0.45
H -1.5339 -2.0105 -2.2158 -0.10 1.17 0.65 0.34
H -0.9814 -0.2813 3.0747 0.08 0.11 -1.17 0.60
H -0.5025 -0.9561 1.4186 -0.28 0.77 0.52 -0.54
H 0.3256 0.5044 2.1306 -0.87 -0.53 -0.15 0.23
H -0.6973 -0.6110 -3.8873 -0.10 -0.36 -0.62 -0.49
H 1.0094 0.9548 -5.0470 -0.83 0.37 0.54 0.09
H -0.7223 1.4541 -5.1472 0.84 0.17 0.69 0.17
H 2.4196 3.0304 -4.9099 -0.08 -0.36 0.52 0.35
H 2.2187 3.9832 -3.6295 0.25 -0.53 -0.07 0.34
H -0.7305 4.0805 -2.9967 0.51 -0.29 0.00 0.21
H 0.6934 3.7977 -2.1488 -0.11 0.03 -0.47 0.26
H 0.3565 4.7461 -4.8706 0.20 -0.47 -0.05 0.28
H -0.8216 3.6804 -5.1716 0.51 0.02 -0.47 0.32
H 1.8056 -2.0428 -1.5405 -0.89 0.51 0.72 0.66
H 0.2658 -2.6093 -0.8283 0.39 0.87 -0.02 0.22
H 1.4150 -3.0016 1.0783 0.31 1.04 -0.19 0.34
H 1.5974 -1.2548 1.4294 0.16 -0.36 -0.89 -0.66
H 3.8349 -1.5620 -0.2360 -0.35 -0.32 0.85 0.32
H 3.4869 -3.3065 0.0941 -0.10 1.08 0.19 0.37
H 5.0558 -2.7350 1.8835 -0.69 0.72 0.11 0.38
H 3.4317 -2.8348 2.6638 0.43 0.41 -0.73 0.35
H 5.8283 -0.1278 1.2263 -0.88 0.14 0.73 0.34
H 5.2319 2.2747 2.5595 -0.53 -1.11 -0.01 0.35
H 2.9683 1.8163 4.2171 0.58 -0.64 -0.66 0.40
H 2.3927 -0.8655 3.7953 0.95 0.22 -0.66 0.40
H 0.2672 2.4729 -0.4467 0.20 -0.69 -0.11 -0.22
H 3.2263 1.0861 0.1974 0.23 0.09 -0.75 0.16
Cu -1.5829 3.9019 0.4138 -0.65 -0.88 0.01 0.52
```
Positions in Å, forces in eV/Å.



Record 5
Density functional theory data (the ωB97M-V functional and the def2-TZVPD basis) for an isolated molecule of C2H2N4.

Computed properties:
ΔE to the lowest compared entry with this formula, charge and spin in kcal/mol: 120.3

```
8
Properties=species:S:1:pos:R:3:forces:R:3:mulliken_charge:R:1
C -2.1344 -0.2561 -1.7697 1.01 1.08 4.37 0.04
C -3.4307 -0.4369 -2.3093 2.90 -0.09 0.84 0.34
N -1.5780 -0.2221 -0.6487 -2.62 -1.20 -3.01 0.28
N -4.4910 -0.2236 -2.6777 -1.43 -0.21 -0.60 -0.32
N 0.0467 -0.4543 1.1046 -1.64 1.26 0.38 -0.44
N -1.3966 -0.0782 0.5700 3.12 0.69 -0.24 -0.42
H 0.6649 -0.4959 0.3197 0.19 -0.33 -1.02 0.26
H 0.4384 0.4011 1.6123 -1.53 -1.20 -0.72 0.28
```
Positions in Å, forces in eV/Å.



Record 6
Density functional theory data (the ωB97M-V functional and the def2-TZVPD basis) for a structure of composition C34H29Cl5CuNOP2S.

Computed properties:
Net charge: +1
Expectation value of S²: 0.760
Calculated total energy in eV: -175926.3539
Spin multiplicity: 2

```
74
Properties=species:S:1:pos:R:3:forces:R:3:lowdin_spin:R:1
Cu 1.2691 0.6195 -2.0881 0.14 0.51 -0.03 0.46
C -4.2150 -3.6948 2.5459 0.26 0.35 0.08 0.00
S -2.7774 -2.7155 3.0571 -0.04 0.04 0.10 0.00
C -3.3312 -1.0563 2.5260 0.23 -0.53 -0.05 0.00
C -2.8261 -0.7100 1.1332 0.05 0.11 0.07 0.00
C -1.3156 -0.4677 1.1513 -0.48 -0.18 0.28 0.00
N -0.7529 -0.0988 -0.1471 0.64 0.40 -0.69 0.02
P -0.5224 1.5525 -0.6029 0.01 -0.91 1.17 0.16
C -2.1509 2.2768 -0.1785 0.27 0.13 -0.72 0.04
C -3.1410 2.1939 -1.1546 0.13 -0.01 0.03 0.01
C -4.4154 2.6642 -0.8949 -0.08 -0.06 -0.09 0.00
C -4.7054 3.2245 0.3391 0.00 0.01 -0.04 0.00
C -3.7217 3.3150 1.3107 -0.03 -0.03 0.07 0.00
C -2.4434 2.8484 1.0575 0.22 -0.06 0.00 0.01
C 0.5652 2.2790 0.6512 -0.05 0.18 -0.29 0.01
C 1.3465 1.5297 1.5242 -0.22 -0.13 -0.21 0.01
C 2.1528 2.1727 2.4445 0.15 -0.03 0.11 0.00
C 2.2044 3.5567 2.4808 -0.03 0.03 -0.06 0.01
C 1.4577 4.3060 1.5834 0.01 0.04 0.05 0.00
C 0.6448 3.6713 0.6658 -0.06 -0.22 0.03 0.01
P 0.2487 -1.1122 -1.0954 -0.78 -0.39 1.01 0.05
C -0.8272 -2.4413 -1.7043 0.37 0.30 -0.36 0.01
C -2.1842 -2.2307 -1.9278 0.20 0.07 0.02 0.00
C -2.9752 -3.2842 -2.3518 -0.10 0.02 -0.03 0.00
C -2.4119 -4.5293 -2.5812 -0.04 0.00 -0.01 0.01
C -1.0466 -4.7172 -2.4359 0.03 -0.08 -0.05 0.00
C -0.2484 -3.6729 -2.0110 -0.05 0.12 0.00 0.01
C 1.3664 -1.9967 0.0320 0.02 0.30 -0.37 0.01
C 2.6774 -1.5378 0.1365 -0.07 0.01 -0.11 0.00
C 3.5924 -2.2149 0.9218 0.12 0.02 0.06 0.00
C 3.1964 -3.3426 1.6235 -0.02 0.05 0.00 0.00
C 1.8818 -3.7782 1.5559 -0.07 -0.01 -0.01 0.00
C 0.9654 -3.1153 0.7586 0.02 -0.05 -0.01 0.00
H -3.9597 -4.7391 2.6926 -0.01 -0.08 -0.03 0.00
H -4.4273 -3.5063 1.4977 -0.10 -0.12 -0.10 0.00
H -5.0701 -3.4376 3.1653 -0.08 -0.04 -0.03 0.00
H -2.9527 -0.3507 3.2647 -0.08 0.08 0.04 0.00
H -4.4187 -1.0545 2.5604 -0.03 0.11 0.07 0.00
H -3.3358 0.1870 0.7854 -0.05 0.08 -0.10 0.00
H -3.0667 -1.5202 0.4467 -0.02 -0.05 -0.03 0.00
H -0.8198 -1.3756 1.5140 0.01 0.19 0.00 0.00
H -1.1022 0.3381 1.8634 0.07 -0.13 -0.03 0.00
H -2.8933 1.7580 -2.1134 -0.10 0.01 -0.13 0.00
H -5.1790 2.6035 -1.6553 -0.06 -0.01 -0.06 0.00
H -5.6954 3.6050 0.5391 -0.09 0.02 0.02 0.00
H -3.9508 3.7559 2.2697 0.01 0.02 0.07 0.00
H -1.6817 2.9267 1.8191 0.05 0.03 0.05 0.00
H 1.3167 0.4480 1.4925 -0.01 -0.03 0.06 0.00
H 2.7413 1.5889 3.1378 0.04 -0.02 0.04 0.00
H 2.8315 4.0545 3.2027 0.09 0.05 0.09 0.00
H 1.5102 5.3833 1.5981 0.03 0.11 0.01 0.00
H 0.0594 4.2420 -0.0410 -0.02 0.17 -0.03 0.00
H -2.6047 -1.2471 -1.7712 -0.10 0.01 0.07 0.00
H -4.0323 -3.1339 -2.5106 -0.09 0.02 0.00 0.00
H -3.0371 -5.3527 -2.8903 -0.06 -0.07 -0.06 0.00
H -0.6060 -5.6781 -2.6535 0.04 -0.07 -0.02 0.00
H 0.8193 -3.8073 -1.9079 0.03 -0.10 0.05 0.00
H 2.9782 -0.6571 -0.4186 0.14 0.01 0.01 0.00
H 4.6154 -1.8755 0.9738 0.09 0.05 0.01 0.00
H 3.9121 -3.8862 2.2218 0.05 -0.02 0.05 0.00
H 1.5711 -4.6501 2.1077 -0.04 -0.11 0.10 0.00
H -0.0465 -3.4858 0.6806 -0.08 -0.03 0.05 0.00
Cl 7.9371 2.6879 -3.0566 0.18 -0.08 -0.04 0.00
C 6.2598 2.5435 -2.7577 -0.23 -0.15 -0.05 0.01
C 5.5801 1.3636 -3.0754 0.35 0.50 0.11 0.00
Cl 6.4318 0.0469 -3.7626 -0.05 -0.14 -0.07 0.00
C 4.2212 1.2768 -2.8247 -0.15 0.72 0.29 0.01
Cl 3.3472 -0.1426 -3.2799 -0.56 -0.28 0.08 0.05
C 3.4776 2.3227 -2.2251 1.69 0.10 -0.41 0.01
O 2.2504 2.2098 -1.8704 -1.28 -0.34 0.04 0.07
C 4.1931 3.5240 -1.9786 -0.11 -0.40 -0.01 0.01
Cl 3.3312 4.8424 -1.3172 -0.21 0.16 0.08 0.00
C 5.5544 3.6240 -2.2142 -0.01 -0.21 -0.13 0.00
Cl 6.3840 5.0741 -1.8345 -0.01 0.01 -0.01 0.00
```
Positions in Å, forces in eV/Å.